<A>
This record from the OMol25 dataset describes C5H10N2 in the gas phase. The level of theory is wB97M-V/def2-TZVPD.

Output
- Gap between HOMO and LUMO: 0.27661 Ha
- LUMO level: 0.0343 Eh

Last column: natural (NBO) charge in e.
Cartesian coordinates (Å):
C  1.9100  0.7480  -1.5969  -0.668
C  1.7955  -0.4126  -0.6823  -0.116
N  0.6013  -0.7012  -0.1811  -0.380
C  -0.5979  -0.1932  -0.5101  -0.235
C  -1.7498  -0.2551  0.4055  -0.129
C  -1.5736  -0.4757  1.8645  -0.272
N  -1.9752  0.8395  1.3806  -0.578
H  1.2881  1.5729  -1.2031  0.212
H  1.5454  0.5562  -2.6177  0.211
H  2.9456  1.0892  -1.6703  0.225
H  2.6346  -1.0050  -0.3465  0.193
H  0.5822  -1.3950  0.5619  0.409
H  -0.6528  0.3849  -1.4219  0.199
H  -2.6914  -0.5901  -0.0304  0.203
H  -2.3373  -1.0104  2.4240  0.203
H  -0.5692  -0.5965  2.2725  0.180
H  -1.1555  1.4440  1.3515  0.344

---

<B>
This record from the OMol25 dataset describes C5H10N2 in the gas phase. The level of theory is wB97M-V/def2-TZVPD.

Output
- Gap between HOMO and LUMO (spin up / spin down): 0.27745 / 0.27758 Ha
- LUMO level (spin up / spin down): 0.0070 / 0.0070 Eh

Last column: natural (NBO) charge in e.
Cartesian coordinates (Å):
C  1.3368  0.0070  -0.0642  -0.511
C  -0.5995  1.7068  -0.9754  -0.672
C  -0.0466  0.6143  -0.1539  0.385
N  -0.5319  -0.3431  2.1314  -0.811
C  -0.7539  -0.2956  0.7209  -0.112
C  0.3925  -1.2157  -0.2015  0.007
N  -0.2622  -1.1564  -1.4530  -0.844
H  -0.7271  -1.2655  2.5024  0.371
H  0.4046  -0.0740  2.4044  0.361
H  0.2971  -1.6575  -2.1501  0.321
H  1.9868  0.1778  -0.9164  0.227
H  1.8825  0.1733  0.8714  0.197
H  -1.7931  -0.4959  0.4657  0.215
H  0.6733  -2.1551  0.3154  0.152
H  -1.5818  1.4238  -1.3552  0.253
H  -0.7339  2.5934  -0.3373  0.231
H  0.0563  1.9624  -1.8048  0.232

---

Relative energies in hartree: <A> 0.0000; <B> 0.0662

---

<A>
This record from the OMol25 dataset describes C5H10N2 in the gas phase. The level of theory is wB97M-V/def2-TZVPD.

Output
- Gap between HOMO and LUMO (spin up / spin down): 0.28501 / 0.26716 Ha
- LUMO level (spin up / spin down): -0.0173 / -0.0188 Eh

Last column: natural (NBO) charge in e.
Cartesian coordinates (Å):
C  -1.6553  -1.0335  -0.2258  -0.640
C  -0.2931  -0.8100  0.3789  0.095
N  0.6565  -1.7522  0.0735  -0.790
H  0.6365  -2.0536  -0.8949  0.363
H  -0.3006  -0.5560  1.4366  0.192
H  -1.5907  -1.0889  -1.3141  0.211
H  -2.0741  -1.9715  0.1451  0.229
H  -2.3298  -0.2215  0.0374  0.227
C  1.8404  0.9111  0.6374  0.029
C  0.3218  0.8382  -0.3370  -0.337
C  -0.4311  1.9541  -0.2677  -0.351
N  2.6533  0.0319  0.5498  -0.429
H  1.6189  -1.4559  0.3406  0.419
H  1.7837  1.8193  1.2348  0.204
H  0.5979  0.4928  -1.3318  0.201
H  -0.7085  2.3876  0.6867  0.179
H  -0.7259  2.5082  -1.1494  0.198

---

<B>
This record from the OMol25 dataset describes C5H10N2 in the gas phase. The level of theory is wB97M-V/def2-TZVPD.

Output
- SMILES string: C=N/C=C/CCN
- Gap between HOMO and LUMO: 0.35514 Ha
- LUMO level: 0.0367 Eh

Last column: natural (NBO) charge in e.
Cartesian coordinates (Å):
C  -2.6430  1.1341  -0.9810  -0.040
N  -2.2624  1.5716  0.1351  -0.405
C  -1.1787  0.8778  0.7666  -0.043
C  -0.0267  0.4383  0.2794  -0.217
C  0.6145  -0.8862  0.6250  -0.441
C  2.1586  -0.8683  0.3211  -0.211
N  2.5736  -1.6508  -0.8128  -0.837
H  -2.0512  0.4450  -1.5997  0.148
H  -3.5269  1.5917  -1.4362  0.172
H  -1.5921  0.2945  1.6004  0.184
H  0.4923  1.0132  -0.4793  0.194
H  0.0704  -1.6535  0.0431  0.208
H  0.5055  -1.1355  1.6680  0.216
H  2.5048  -1.1309  1.3334  0.170
H  2.5490  0.1621  0.2593  0.180
H  1.7877  -2.1095  -1.2485  0.359
H  3.0687  -1.0864  -1.4806  0.365

---

Relative energies in hartree: <A> 0.0606; <B> 0.0000

---

<A>
This record from the OMol25 dataset describes 2 unconnected molecules or ions with the total composition C4H10FNO. The level of theory is wB97M-V/def2-TZVPD.

Output
- Gap between HOMO and LUMO (spin up / spin down): 0.26491 / 0.26525 Ha
- LUMO level (spin up / spin down): 0.0176 / 0.0148 Eh

Last column: natural (NBO) charge in e.
Cartesian coordinates (Å):
C  2.1186  0.7906  0.1405  -0.635
C  -1.7252  0.6029  1.8093  -0.848
C  0.8795  0.7238  -0.6474  -0.171
C  -0.1532  -1.2386  -1.6803  0.659
N  0.3302  -0.4908  -0.7313  -0.484
O  -0.7953  -2.3782  -1.4826  -0.689
F  -0.6244  -0.4621  -2.8248  -0.384
H  3.0948  0.7384  -0.4491  0.204
H  2.3348  1.6196  0.8125  0.216
H  1.9703  -0.0903  0.8179  0.185
H  -1.2665  -0.1807  2.3706  0.202
H  -0.9762  1.3950  1.6886  0.225
H  -2.5661  0.9628  2.3098  0.212
H  0.7124  1.3535  -1.5599  0.198
H  -2.0144  0.0564  0.8802  0.206
H  0.4394  -1.0662  0.1775  0.420
H  -1.7588  -2.3360  -1.6315  0.485

---

<B>
This record from the OMol25 dataset describes 2 unconnected molecules or ions with the total composition C4H10FNO. The level of theory is wB97M-V/def2-TZVPD.

Output
- Gap between HOMO and LUMO (spin up / spin down): 0.29494 / 0.31951 Ha
- LUMO level (spin up / spin down): 0.0311 / 0.0316 Eh

Last column: natural (NBO) charge in e.
Cartesian coordinates (Å):
C  -2.1414  -0.2373  -0.4153  -0.670
C  2.4955  0.8479  -0.1176  -0.631
C  -0.7902  0.4125  0.0999  -0.009
C  0.3487  -0.5525  0.1163  0.559
N  0.4510  -1.2782  1.2790  -0.846
O  -0.4835  1.5446  -0.7201  -0.701
F  0.4210  -1.3152  -0.9822  -0.357
H  -2.8264  0.5338  -0.9370  0.230
H  -2.8534  -0.6876  0.2990  0.223
H  -1.9857  -1.1200  -1.1433  0.224
H  3.2250  0.0926  0.2321  0.183
H  2.2878  1.0347  -1.0881  0.167
H  1.8154  1.4431  0.5694  0.192
H  -0.9568  0.8106  1.0423  0.186
H  0.1227  -0.8248  2.0492  0.382
H  1.2758  -1.9245  1.3578  0.400
H  -0.4056  1.2201  -1.6414  0.468

---

<C>
This record from the OMol25 dataset describes 2 unconnected molecules or ions with the total composition C4H10FNO. The level of theory is wB97M-V/def2-TZVPD.

Output
- Gap between HOMO and LUMO: 0.33803 Ha
- LUMO level: 0.0298 Eh

Last column: natural (NBO) charge in e.
Cartesian coordinates (Å):
C  2.2422  0.6179  -0.8199  -0.786
C  -2.3520  -0.4734  0.9753  -0.639
C  1.7971  0.2865  0.5697  0.283
C  -1.2286  -0.4698  0.0163  0.371
N  -0.9895  0.7958  -0.6572  -0.923
O  2.4402  -0.6271  1.1266  -0.614
F  -1.6861  -1.3285  -1.1145  -0.424
H  1.3238  0.8339  -1.4195  0.280
H  2.8798  -0.1356  -1.2016  0.174
H  2.8436  1.4271  -0.6868  0.238
H  -3.2953  -0.1682  0.3930  0.214
H  -2.4731  -1.4505  1.2950  0.213
H  -2.0541  0.1591  1.7384  0.212
H  -0.4367  -0.9832  0.4872  0.168
H  -0.6513  1.3497  0.1508  0.392
H  -1.5893  1.1299  -1.4384  0.413
H  3.2293  -0.9637  0.5857  0.429

---

<D>
This record from the OMol25 dataset describes 2 unconnected molecules or ions with the total composition C4H10FNO. The level of theory is wB97M-V/def2-TZVPD.

Output
- SMILES string: C[C@@](N)(F)C=O.C
- Gap between HOMO and LUMO: 0.39442 Ha
- LUMO level: 0.0139 Eh

Last column: natural (NBO) charge in e.
Cartesian coordinates (Å):
C  -0.6009  1.5938  -1.9413  -0.645
C  -0.3099  0.7540  -0.6819  0.379
N  -0.4975  -0.7101  -0.7445  -0.833
F  1.0877  1.1600  -0.3248  -0.405
C  -1.1429  1.1141  0.5306  0.397
O  -1.0876  2.1251  1.2167  -0.465
H  0.1112  1.4086  -2.7570  0.233
H  -0.3759  2.6702  -1.6851  0.242
H  -1.5997  1.4329  -2.2820  0.225
H  0.2372  -1.2522  -1.1465  0.392
H  -0.7391  -1.0535  0.2621  0.374
H  -1.8091  0.2648  0.8158  0.107
C  1.5465  -1.3950  1.5802  -0.857
H  1.3095  -2.3221  1.1571  0.206
H  2.0892  -1.2991  2.5463  0.227
H  0.6732  -0.7532  1.5767  0.193
H  2.1999  -0.8063  0.8401  0.230

---

Relative energies in hartree: <A> 0.0882; <B> 0.1047; <C> 0.0951; <D> 0.0000

---

<A>
This record from the OMol25 dataset describes C7H9N3 in the gas phase. The level of theory is wB97M-V/def2-TZVPD.

Output
- SMILES string: CN1C=CC[C@H]2[C@H]1N2C#N
- Gap between HOMO and LUMO: 0.36264 Ha
- LUMO level: 0.0302 Eh

Last column: natural (NBO) charge in e.
Cartesian coordinates (Å):
C  -1.8850  -1.7195  -0.1749  -0.396
N  -0.9247  -0.8030  0.3722  -0.443
C  -1.4000  0.4766  -0.0575  -0.053
C  -0.6033  1.5486  -0.1926  -0.243
C  0.9105  1.6255  0.0411  -0.444
C  1.0061  0.3384  0.8929  -0.087
C  0.4730  -0.7412  0.0782  0.118
N  1.8198  -0.8687  0.8648  -0.420
C  2.9070  -0.7629  0.0214  0.403
N  3.8948  -0.5925  -0.6099  -0.356
H  -1.5332  -2.7929  0.0143  0.211
H  -2.7666  -1.4615  0.3036  0.209
H  -1.9141  -1.6167  -1.3201  0.174
H  -2.4111  0.7048  -0.3977  0.234
H  -1.0084  2.5412  -0.2766  0.215
H  1.4040  1.7852  -0.9082  0.246
H  0.9792  2.5702  0.7353  0.217
H  0.2942  0.3997  1.6810  0.234
H  0.7575  -0.6314  -1.0672  0.183

---

<B>
This record from the OMol25 dataset describes C7H9N3 in the gas phase. The level of theory is wB97M-V/def2-TZVPD.

Output
- Gap between HOMO and LUMO: 0.31375 Ha
- LUMO level: 0.0151 Eh

Last column: natural (NBO) charge in e.
Cartesian coordinates (Å):
C  2.9851  0.4365  0.2223  0.222
C  0.3126  1.1815  -0.3811  0.164
C  -0.2322  -0.8478  0.3889  0.011
C  -1.4078  -0.0555  0.6016  -0.154
C  0.1064  -2.3234  0.6128  -0.663
C  -1.8503  2.3208  0.0724  -0.395
C  2.4014  -0.2911  -0.7969  -0.312
N  3.4771  1.0587  1.1011  -0.260
N  0.8432  -0.0606  -0.2061  -0.337
N  -0.9419  1.2020  0.1191  -0.364
H  0.9989  2.0063  -0.6503  0.212
H  -0.4828  -2.7194  1.3778  0.240
H  -0.2181  -2.9050  -0.2628  0.223
H  1.1181  -2.4565  1.0553  0.213
H  -1.2820  3.3145  -0.0151  0.198
H  -2.6197  2.2481  -0.7509  0.213
H  -2.4231  2.3696  0.9741  0.229
H  2.3289  0.2151  -1.8089  0.271
H  2.5372  -1.4619  -0.8177  0.289

---

Relative energies in hartree: <A> 0.0340; <B> 0.0000

---

<A>
This record from the OMol25 dataset describes a molecular structure, C7H9N3. The level of theory is wB97M-V/def2-TZVPD.

Output
- Gap between HOMO and LUMO: 0.33294 Ha
- LUMO level: 0.0263 Eh

Last column: natural (NBO) charge in e.
Cartesian coordinates (Å):
C  3.2940  0.7597  -0.0151  -0.106
C  2.6665  -0.4779  -0.0344  -0.139
C  1.2803  1.1182  0.0657  0.347
C  -0.7824  1.9119  0.1179  0.421
C  -1.5489  0.6645  0.2613  -0.542
C  -0.8583  -0.4410  -0.6296  -0.385
C  0.2149  -1.1258  0.2761  -0.202
N  2.3554  1.7961  -0.1028  -0.495
N  -0.9254  3.0802  -0.0550  -0.623
N  1.3242  -0.1949  0.0628  -0.408
H  4.3471  1.1178  -0.0314  0.216
H  2.8861  -1.5383  -0.0985  0.214
H  -1.4813  0.5268  1.3800  0.244
H  -2.5998  0.6471  -0.2089  0.229
H  -1.6796  -1.1606  -1.0464  0.212
H  -0.3730  -0.0037  -1.5569  0.240
H  0.0255  -1.0740  1.2736  0.203
H  0.3605  -2.0579  -0.1440  0.214
H  -1.9127  3.4314  -0.1673  0.363

---

<B>
This record from the OMol25 dataset describes a molecular structure, C7H9N3. The level of theory is wB97M-V/def2-TZVPD.

Output
- Gap between HOMO and LUMO: 0.37338 Ha
- LUMO level: 0.0246 Eh

Last column: natural (NBO) charge in e.
Cartesian coordinates (Å):
C  1.9679  -0.8282  -0.6410  0.243
C  -1.0213  1.2612  -0.6246  -0.387
C  -2.3202  0.8301  -0.8267  -0.067
C  -0.4061  0.2798  0.1041  0.209
C  2.0180  1.4849  0.1015  -0.633
C  -1.1842  -1.9802  0.9285  -0.411
C  1.5118  0.0995  0.2542  -0.275
N  2.3704  -1.5102  -1.4820  -0.293
N  -2.4506  -0.4200  -0.3634  -0.258
N  -1.3071  -0.7120  0.2692  -0.203
H  -0.6389  2.2119  -1.2025  0.242
H  -3.1893  1.1990  -1.3371  0.219
H  1.3204  2.2709  0.1632  0.236
H  2.5480  1.7648  -0.8109  0.238
H  2.5190  1.5131  1.0186  0.229
H  -2.1808  -2.2944  1.1715  0.235
H  -0.8705  -2.7494  0.2556  0.211
H  -0.5035  -2.0116  1.7961  0.214
H  1.8170  -0.4093  1.2256  0.251

---

Relative energies in hartree: <A> 0.0351; <B> 0.0000